{
  "formula": "C44H87N3O9",
  "method": "ωB97M-V/def2-TZVPD",
  "smiles": "CCCCCCCCCCCCC[C@H]1CC(=O)O[C@@]1(Cc1ccccc1)OCC.COCCNCCOC.COCCNCCOC.COCCNCCOC",
  "molar_mass_g_mol": 802.192,
  "homo_lumo_gap_ev": 9.2,
  "homo_ha": -0.317,
  "lumo_energy_ev": 0.596,
  "energy_ha": -2569.96739,
  "max_force_ev_per_a": 2.373,
  "species": ["C", "C", "C", "C", "C", "C", "C", "C", "C", "C", "C", "C", "C", "C", "C", "C", "O", "O", "C", "C", "C", "C", "C", "C", "C", "C", "O", "C", "C", "H", "H", "H", "H", "H", "H", "H", "H", "H", "H", "H", "H", "H", "H", "H", "H", "H", "H", "H", "H", "H", "H", "H", "H", "H", "H", "H", "H", "H", "H", "H", "H", "H", "H", "H", "H", "H", "H", "H", "H", "H", "H", "C", "O", "C", "C", "N", "C", "C", "O", "C", "H", "H", "H", "H", "H", "H", "H", "H", "H", "H", "H", "H", "H", "H", "H", "C", "O", "C", "C", "N", "C", "C", "O", "C", "H", "H", "H", "H", "H", "H", "H", "H", "H", "H", "H", "H", "H", "H", "H", "C", "O", "C", "C", "N", "C", "C", "O", "C", "H", "H", "H", "H", "H", "H", "H", "H", "H", "H", "H", "H", "H", "H", "H"],
  "coordinates": [[4.4752, 3.2736, 0.1235], [5.8802, 2.6166, 0.0532], [6.1571, 1.9394, -1.2864], [7.5620, 1.2680, -1.3648], [7.9841, 0.5628, -0.0704], [7.0939, -0.6421, 0.3087], [6.9104, -1.6578, -0.8399], [5.9004, -2.7463, -0.3638], [4.4347, -2.4323, -0.8056], [3.4871, -2.4858, 0.4177], [2.0609, -2.9928, 0.0794], [1.0537, -2.5533, 1.1971], [-0.2448, -1.9462, 0.6006], [-0.7047, -0.5919, 1.1934], [-0.2119, -0.1150, 2.5668], [-0.8712, 1.2882, 2.5633], [-0.9334, 2.0687, 3.4914], [-1.3730, 1.5753, 1.3241], [-0.7743, 0.6785, 0.3203], [-1.8988, 0.6005, -0.7476], [-1.6061, 1.2342, -2.0923], [-1.0125, 2.4540, -2.2850], [-0.7357, 2.9704, -3.5291], [-1.0687, 2.2358, -4.6428], [-1.7005, 1.0305, -4.4755], [-1.9701, 0.5297, -3.2312], [0.4009, 1.3767, 0.0320], [1.5014, 0.5931, -0.4027], [1.3509, -0.0051, -1.8107], [3.7994, 2.5698, 0.6199], [4.0713, 3.5359, -0.8584], [4.4860, 4.1650, 0.7572], [5.9321, 1.9095, 0.8838], [6.6099, 3.4184, 0.2172], [5.3833, 1.2210, -1.5893], [6.1694, 2.7111, -2.0682], [8.2848, 2.0724, -1.5560], [7.6102, 0.5890, -2.2193], [9.0219, 0.2206, -0.1872], [8.0011, 1.2474, 0.7842], [7.5698, -1.1715, 1.1451], [6.1201, -0.3012, 0.6873], [6.5289, -1.1583, -1.7331], [7.8869, -2.1125, -1.0412], [5.9655, -2.7408, 0.7281], [6.2074, -3.7260, -0.7446], [4.1258, -3.0800, -1.6297], [4.4753, -1.3949, -1.1639], [3.9121, -3.1673, 1.1648], [3.4708, -1.4864, 0.8660], [2.0712, -4.0827, -0.0148], [1.8093, -2.5509, -0.8890], [0.8690, -3.4103, 1.8478], [1.6216, -1.8448, 1.8064], [-0.1712, -1.9493, -0.4894], [-1.0432, -2.6666, 0.8202], [-1.7698, -0.7685, 1.3958], [0.8691, -0.0433, 2.6897], [-0.6861, -0.7689, 3.3016], [-2.2193, -0.4361, -0.8971], [-2.7794, 1.1098, -0.3434], [-0.7051, 3.0516, -1.4302], [-0.2379, 3.9301, -3.6011], [-0.8182, 2.6381, -5.6195], [-1.9997, 0.4352, -5.3341], [-2.4730, -0.4270, -3.1178], [1.8240, -0.1482, 0.3407], [2.3442, 1.2870, -0.4796], [2.1984, -0.6385, -2.0833], [0.3973, -0.5088, -1.9767], [1.3588, 0.8469, -2.5022], [-7.9070, -1.5128, 1.6598], [-7.7567, -2.2817, 2.8390], [-7.9425, -3.6794, 2.6417], [-6.6373, -4.4269, 2.8324], [-5.7019, -4.1386, 1.7509], [-4.3431, -4.6187, 1.9922], [-3.5683, -4.0076, 3.1584], [-3.2454, -2.6386, 2.9844], [-4.2548, -1.7239, 3.3831], [-7.8850, -0.4618, 1.9445], [-7.0890, -1.6962, 0.9550], [-8.8638, -1.7206, 1.1724], [-8.3850, -3.8952, 1.6652], [-8.6483, -4.0153, 3.4068], [-6.8390, -5.5018, 2.8554], [-6.2299, -4.1331, 3.8085], [-5.6635, -3.1371, 1.6126], [-3.7744, -4.4204, 1.0795], [-4.3712, -5.7058, 2.1160], [-2.6094, -4.5313, 3.2144], [-4.0592, -4.1716, 4.1244], [-4.8472, -2.1013, 4.2194], [-4.9081, -1.4698, 2.5447], [-3.7624, -0.8020, 3.6975], [5.7489, -2.0564, 6.3816], [4.8961, -2.8524, 7.1835], [4.1466, -2.1080, 8.1391], [2.6703, -2.1233, 7.7945], [2.4023, -1.3406, 6.5938], [1.0536, -1.5099, 6.0567], [0.6621, -2.8946, 5.5424], [1.3696, -3.3039, 4.3837], [2.6212, -3.9212, 4.6300], [6.3707, -2.7282, 5.7910], [5.1771, -1.4229, 5.6951], [6.4014, -1.4319, 6.9985], [4.5205, -1.0852, 8.2389], [4.2820, -2.6058, 9.1037], [2.1021, -1.7048, 8.6303], [2.3728, -3.1727, 7.6684], [3.0638, -1.6089, 5.8769], [0.9589, -0.8091, 5.2236], [0.3303, -1.1957, 6.8156], [-0.3887, -2.8389, 5.2413], [0.7131, -3.6644, 6.3212], [2.6305, -4.4773, 5.5702], [3.4308, -3.1867, 4.6205], [2.8125, -4.6203, 3.8138], [-7.3286, 4.9802, -7.1963], [-6.3280, 4.3213, -7.9499], [-5.8634, 5.0711, -9.0674], [-4.4262, 5.5088, -8.8626], [-4.3263, 6.5223, -7.8185], [-2.9578, 6.8090, -7.3932], [-2.1700, 5.6848, -6.7224], [-2.6710, 5.3010, -5.4556], [-3.7113, 4.3382, -5.4839], [-7.7086, 4.2730, -6.4602], [-6.9235, 5.8472, -6.6642], [-8.1588, 5.2970, -7.8344], [-6.5122, 5.9256, -9.2795], [-5.9014, 4.4032, -9.9331], [-4.0397, 5.9201, -9.7998], [-3.8420, 4.6131, -8.6139], [-4.8493, 6.2099, -7.0109], [-3.0177, 7.6375, -6.6830], [-2.3914, 7.1737, -8.2561], [-1.1623, 6.0683, -6.5361], [-2.0462, 4.8109, -7.3735], [-3.6160, 3.6494, -6.3269], [-4.6901, 4.8250, -5.5008], [-3.6535, 3.7605, -4.5606]]
}